Density functional theory data (ωB97M-V/def2-TZVPD) for C22H22BLiN2O2S3 as an isolated structure.

## Properties
multiplicity: 1
net charge: -2
strongest force on any atom: 9.458 eV/Å
calculated total energy: -2338.4633 hartree

Last column: Löwdin charge in e.
Positions of all 53 atoms, in Å:
1 Li -2.283 -3.317 1.305  0.443
2 S 3.416 7.636 3.352  0.267
3 C 3.022 7.384 1.697  -1.228
4 N 3.684 6.680 0.825  0.002
5 C 2.934 6.539 -0.318  -0.359
6 C 3.306 5.728 -1.400  -0.037
7 C 2.368 5.539 -2.430  -0.137
8 C 1.159 6.213 -2.487  -0.154
9 C 0.826 6.977 -1.395  -0.137
10 C 1.660 7.135 -0.280  -0.552
11 S 1.390 7.860 1.224  0.927
12 H 4.360 5.367 -1.426  0.112
13 H 2.640 4.967 -3.341  0.092
14 H 0.500 6.083 -3.342  0.089
15 H -0.134 7.596 -1.393  0.114
16 S -6.190 -1.561 3.001  0.901
17 C -6.515 -3.264 2.977  -0.498
18 C -5.547 -4.032 2.410  -0.267
19 C -4.440 -3.284 1.844  -0.173
20 C -4.700 -1.947 2.096  -0.577
21 C -3.770 -0.902 1.697  -0.327
22 C -4.118 0.407 1.490  -0.069
23 C -3.153 1.407 1.280  -0.101
24 C -1.866 1.014 1.059  -0.096
25 C -1.550 -0.353 1.211  -0.131
26 N -2.448 -1.286 1.527  0.041
27 H -7.379 -3.616 3.518  0.031
28 H -5.571 -5.114 2.336  0.067
29 H -5.210 0.640 1.734  0.103
30 H -3.445 2.476 1.252  0.109
31 H -0.960 1.753 0.972  0.137
32 H -0.520 -0.691 1.144  0.098
33 C 0.956 -1.914 -2.137  0.053
34 C 1.153 -3.409 -1.497  -0.417
35 C 1.627 -4.382 -2.562  -0.013
36 O -0.105 -3.893 -1.007  -0.034
37 B -0.207 -3.611 0.375  -0.445
38 O 1.019 -2.909 0.642  -0.075
39 C 2.098 -3.310 -0.234  -0.500
40 C 3.225 -2.238 -0.251  -0.009
41 C 2.660 -4.661 0.160  -0.031
42 H 0.139 -1.610 -1.840  -0.010
43 H 0.855 -2.070 -3.084  0.013
44 H 1.644 -1.067 -2.014  0.094
45 H 0.875 -4.515 -3.285  0.068
46 H 1.746 -5.488 -2.080  0.138
47 H 2.484 -4.216 -2.966  0.009
48 H 2.553 -1.251 -0.235  0.121
49 H 3.572 -2.209 -1.236  0.039
50 H 4.070 -2.406 0.479  0.095
51 H 1.811 -5.208 0.061  0.035
52 H 3.045 -4.641 1.181  0.100
53 H 3.311 -5.031 -0.608  0.076